Version a
DFT (ωB97M-V with the def2-TZVPD basis set) results for a 2-piece molecular cluster, C12H16N2O overall.

Calculated values
- SMILES string: Cc1c[nH]c2ccccc12.CCC(N)=O

Geometry as ORCA input:
```
! wB97M-V def2-TZVPD RIJCOSX def2/J DEFGRID3
* xyz 0 1
C 2.006 -1.680 -0.854
C 1.673 -0.326 -0.391
C 1.639 0.803 -1.172
N 1.234 1.881 -0.400
C 0.961 1.455 0.912
C 0.729 2.258 2.034
C 0.706 1.626 3.202
C 0.792 0.243 3.340
C 1.299 -0.453 2.226
C 1.344 0.012 0.919
H 2.244 -1.934 -1.880
H 1.053 -2.366 -0.811
H 2.813 -2.115 -0.269
H 2.104 0.999 -2.106
H 1.181 2.724 -0.799
H 0.723 3.323 1.849
H 0.645 2.207 4.033
H 0.523 -0.303 4.345
H 1.226 -1.574 2.409
C -2.500 -1.900 -0.680
C -2.326 -0.456 -0.726
C -2.205 -0.041 -2.237
N -1.251 0.946 -2.471
O -2.838 -0.659 -3.014
H -3.266 -2.346 -1.344
H -2.654 -2.272 0.408
H -1.628 -2.376 -1.171
H -2.999 0.195 -0.215
H -1.619 -0.185 0.045
H -0.978 1.141 -3.459
H -0.630 1.173 -1.723
*
```



Version b
DFT (ωB97M-V with the def2-TZVPD basis set) results for C12H16N2O as an isolated structure.

Geometry as ORCA input:
```
! wB97M-V def2-TZVPD RIJCOSX def2/J DEFGRID3
* xyz 0 1
C -3.011 -1.970 0.294
C -2.893 -0.557 1.031
C -2.522 0.645 0.083
C -1.610 0.266 -1.103
C 1.401 -0.981 -0.515
C 2.296 -2.080 -0.444
C 3.493 -1.791 0.005
C 4.040 -0.408 0.418
C 3.100 0.644 0.417
C 1.752 0.286 -0.112
C 0.476 0.843 -0.454
C 0.860 3.156 0.053
H -3.205 -2.843 1.029
H -4.126 -2.376 -0.192
H -2.286 -2.126 -0.537
H -2.107 -0.722 1.958
H -4.039 -0.150 1.556
H -3.589 0.978 -0.400
H -2.109 1.612 0.540
H -1.569 0.978 -2.140
H -1.827 -0.726 -1.479
H 1.748 -3.099 -0.635
H 4.135 -2.554 0.262
H 5.095 -0.203 0.716
H 3.264 1.724 0.818
H 1.005 3.181 1.363
H 0.515 4.243 -0.342
H 2.072 3.024 -0.088
N -0.368 0.002 -0.802
N 0.075 -1.185 -0.855
O -0.068 2.187 -0.445
*
```



Which structure is the most stable? The one labeled version a.



Version a
DFT (ωB97M-V with the def2-TZVPD basis set) results for one molecule with the formula C4H8ClNO.

Geometry as ORCA input:
```
! wB97M-V def2-TZVPD RIJCOSX def2/J DEFGRID3
* xyz 0 1
C 0.717 -0.392 -0.735
C 0.056 1.012 -0.338
C 2.515 -0.512 0.838
C -1.383 0.648 0.043
N 1.281 -0.957 0.436
O 0.808 1.678 0.549
Cl 3.613 0.180 -0.305
H -0.045 -0.980 -1.117
H 1.538 -0.210 -1.397
H 0.236 1.530 -1.359
H 3.027 -0.649 1.833
H -1.850 1.598 0.222
H -1.399 -0.093 0.808
H -2.009 0.190 -0.695
H 0.585 -1.247 1.146
*
```



Version b
DFT (ωB97M-V with the def2-TZVPD basis set) results for C4H8ClNO as an isolated structure.

Geometry as ORCA input:
```
! wB97M-V def2-TZVPD RIJCOSX def2/J DEFGRID3
* xyz 0 1
C -1.424 0.488 -0.308
C -0.079 0.262 -0.996
C -0.902 0.913 1.060
C 0.861 -0.264 0.085
N 1.196 -2.131 0.045
O 0.353 -0.020 1.264
Cl 2.517 0.537 -0.153
H -2.030 1.291 -0.812
H -2.048 -0.456 -0.220
H -0.039 -0.302 -1.873
H 0.277 1.255 -1.415
H -0.713 1.959 0.985
H -1.652 0.712 1.884
H 2.028 -2.071 -0.511
H 1.656 -2.175 0.965
*
```



Version c
DFT (ωB97M-V with the def2-TZVPD basis set) results for a 2-piece molecular cluster, C4H8ClNO overall.

Geometry as ORCA input:
```
! wB97M-V def2-TZVPD RIJCOSX def2/J DEFGRID3
* xyz 0 1
C 1.401 -0.312 -0.124
C 2.535 -1.258 -0.147
C -2.233 0.634 1.087
C -1.342 0.628 -0.180
N 0.257 -0.575 0.245
O -1.700 -0.052 -1.298
Cl 1.778 1.330 -0.789
H 2.130 -2.143 0.204
H 3.280 -0.898 0.562
H 3.116 -1.363 -1.017
H -1.524 0.968 1.877
H -2.804 -0.270 1.036
H -2.875 1.439 0.919
H -0.730 1.578 -0.318
H -1.289 0.293 -2.058
*
```



Which structure is the most stable? The one labeled version b.



Version a
DFT (ωB97M-V with the def2-TZVPD basis set) results for C2H6N4S2 as an isolated structure.

Geometry as ORCA input:
```
! wB97M-V def2-TZVPD RIJCOSX def2/J DEFGRID3
* xyz 0 1
C -1.211 0.773 -0.357
C 0.902 -0.294 0.580
H -0.872 -2.544 0.147
H -2.940 0.201 0.530
H -0.719 2.579 -0.398
H 0.760 0.657 -1.315
H 0.326 -0.445 1.585
H 4.158 -0.100 0.423
N -1.986 -0.189 0.214
N -1.557 2.032 -0.357
N 0.117 0.151 -0.626
N 2.141 -0.591 0.826
S -2.243 -1.701 -0.504
S 3.124 -0.529 -0.748
*
```



Version b
DFT (ωB97M-V with the def2-TZVPD basis set) results for one molecule with the formula C2H6N4S2.

Calculated values
- SMILES string: NN(/C=N\S)/C=N\S

Geometry as ORCA input:
```
! wB97M-V def2-TZVPD RIJCOSX def2/J DEFGRID3
* xyz 0 1
N -0.010 -0.917 0.154
N 0.069 0.346 0.471
C 1.232 1.040 -0.181
N 2.571 0.956 -0.236
S 3.142 -0.718 -0.017
C -1.076 1.172 0.127
N -2.315 0.933 -0.034
S -3.143 -0.723 -0.156
H -0.361 -1.389 0.895
H -0.515 -1.222 -0.721
H 0.759 2.193 -0.207
H 1.963 -1.477 0.050
H -0.832 2.274 0.325
H -4.139 0.178 0.263
*
```



Which structure is the most stable? The one labeled version a.



Version a
DFT (ωB97M-V with the def2-TZVPD basis set) results for one molecule with the formula C4H10N2O3.

Calculated values
- SMILES string: NC[C@H](O)[C@H](N)C(=O)O

Geometry as ORCA input:
```
! wB97M-V def2-TZVPD RIJCOSX def2/J DEFGRID3
* xyz 0 1
N -2.090 -1.071 -0.382
C -1.019 -0.652 -1.232
C 0.569 -0.802 -0.540
O 0.534 -1.665 0.511
C 0.961 0.623 -0.094
N 2.277 0.605 0.523
C -0.153 1.012 0.861
O -0.429 0.282 1.826
O -0.805 2.170 0.701
H -1.869 -1.955 0.068
H -2.309 -0.390 0.337
H -0.954 -1.357 -2.063
H -1.239 0.331 -1.665
H 1.224 -1.161 -1.337
H 0.001 -1.096 1.304
H 0.977 1.296 -0.960
H 2.384 -0.237 1.082
H 2.423 1.406 1.128
H -0.484 2.661 -0.068
*
```



Version b
DFT (ωB97M-V with the def2-TZVPD basis set) results for one molecule with the formula C4H10N2O3.

Calculated values
- SMILES string: C[C@H](C(=O)O)[C@H](N)ON

Geometry as ORCA input:
```
! wB97M-V def2-TZVPD RIJCOSX def2/J DEFGRID3
* xyz 0 1
C 0.621 1.628 -0.020
C -0.420 0.624 -0.430
C -1.482 0.508 1.098
O -1.057 0.219 2.188
O -2.685 1.086 0.924
C -0.340 -0.792 -0.723
N -0.266 -1.849 0.145
O 1.180 -0.529 -1.598
N 2.341 -0.956 -0.952
H 1.020 1.409 0.971
H 0.225 2.642 -0.020
H 1.484 1.691 -0.681
H -1.147 1.069 -1.104
H -3.178 1.074 1.766
H -0.924 -1.043 -1.609
H -0.364 -2.785 -0.218
H 0.242 -1.703 1.006
H 2.216 -1.913 -0.613
H 2.533 -0.380 -0.129
*
```



Which structure is the most stable? The one labeled version a.